1.
DFT (ωB97M-V with the def2-TZVPD basis set) results for a cluster of 2 separate species, C2H2NOS2 in total at a distorted geometry.

The gap between HOMO and LUMO comes out at 5.6 eV. Its total charge is -1. The value obtained for the energy above the lowest of the compared OMol25 structures with the same formula, charge and spin is 41.0 kcal per mole. The LUMO energy is 2.71 eV. As for the spin multiplicity: 1. The molecular weight is 120.2 g mol⁻¹. As for the electronic energy: -1003.7855 a.u. As for the HOMO energy: -2.90 eV.

Atoms and positions in Å:
C (-0.40449, -1.65382, -0.04168)
C (1.37960, 0.04237, -0.41027)
N (0.67666, -0.88221, -0.08492)
O (-0.32456, -2.84037, 0.12061)
S (2.58425, 1.11381, -0.34073)
S (-1.41131, 1.99580, 0.34394)
H (-1.50247, -1.07977, 0.08783)
H (-0.99769, 3.30418, 0.32522)

Forces on the atoms, in the same order (eV/Å):
-4.20 0.43 1.53
0.65 0.10 2.01
2.17 2.33 -1.56
-0.11 -0.61 -0.39
-1.41 -1.05 -0.77
0.19 0.50 -0.04
2.89 -0.98 -0.76
-0.17 -0.72 -0.01

---

2.
DFT (ωB97M-V with the def2-TZVPD basis set) results for a cluster of 5 separate species, C24H62N4O9 in total at a distorted geometry.

The gap between HOMO and LUMO comes out at 8.8 eV. The SMILES is COCCNCCOC.COCCNCCOC.COCCNCCOC.COCCNCCOC.O. The value obtained for the energy above the lowest of the compared OMol25 structures with the same formula, charge and spin is 0.0 kcal per mole. The LUMO energy is 0.64 eV. As for the spin multiplicity: 1. The molecular weight is 550.8 g mol⁻¹. As for the electronic energy: -1847.6189 a.u. As for the HOMO energy: -8.12 eV.

Atoms and positions in Å:
C (0.78296, 2.15950, -1.69071)
O (1.48356, 0.99971, -1.27830)
C (2.81956, 1.28477, -0.93601)
C (3.69540, 1.60475, -2.16534)
N (3.34906, 0.73002, -3.25973)
C (4.03453, 1.02771, -4.50387)
C (3.59297, 0.04736, -5.58267)
O (2.25529, 0.33239, -5.91812)
C (1.74733, -0.54613, -6.88828)
H (1.34067, 2.71101, -2.45354)
H (0.60195, 2.82916, -0.84434)
H (-0.16834, 1.87279, -2.13021)
H (3.25669, 0.46045, -0.37532)
H (2.87249, 2.15824, -0.27048)
H (4.71958, 1.40343, -1.83717)
H (3.63098, 2.67622, -2.40428)
H (2.34792, 0.70995, -3.40534)
H (5.11036, 0.94553, -4.34900)
H (3.78934, 2.02297, -4.90467)
H (3.71859, -0.99361, -5.26973)
H (4.24161, 0.24668, -6.44862)
H (1.61737, -1.54791, -6.45340)
H (2.39257, -0.66010, -7.76706)
H (0.77366, -0.18657, -7.21424)
C (-1.22511, -1.86046, -4.73700)
O (-2.56497, -1.80007, -4.31022)
C (-2.73062, -1.23478, -3.01694)
C (-2.50290, 0.25642, -2.95899)
N (-3.58575, 0.95188, -3.67698)
C (-3.53406, 2.39387, -3.52259)
C (-4.01944, 2.84576, -2.15032)
O (-5.34239, 2.41190, -1.96239)
C (-5.79912, 2.70541, -0.66725)
H (-0.78267, -0.86252, -4.83068)
H (-1.22990, -2.28499, -5.74232)
H (-0.60011, -2.49208, -4.09873)
H (-2.04049, -1.66160, -2.27439)
H (-3.70934, -1.55864, -2.66498)
H (-1.53760, 0.49615, -3.41678)
H (-2.59480, 0.50264, -1.90106)
H (-3.50761, 0.69126, -4.65301)
H (-4.18950, 2.86650, -4.25788)
H (-2.53833, 2.82773, -3.71853)
H (-4.03413, 3.94764, -2.18090)
H (-3.33315, 2.55755, -1.34560)
H (-6.88855, 2.69307, -0.63105)
H (-5.62181, 3.76916, -0.41911)
H (-5.30532, 2.07939, 0.07596)
C (1.76851, 0.79983, 7.13866)
O (0.88483, 1.51599, 6.30737)
C (-0.49409, 1.29559, 6.59777)
C (-1.01570, -0.06871, 6.18081)
N (-1.23607, -0.05897, 4.74479)
C (-1.54739, -1.38037, 4.19830)
C (-1.81141, -1.35243, 2.70693)
O (-2.93765, -0.54564, 2.44585)
C (-3.24434, -0.45527, 1.07163)
H (1.83524, 1.25998, 8.13041)
H (2.75908, 0.90139, 6.68704)
H (1.55237, -0.26623, 7.21469)
H (-1.03263, 2.09451, 6.08916)
H (-0.66597, 1.48015, 7.66988)
H (-1.96180, -0.24882, 6.69783)
H (-0.31873, -0.86688, 6.47537)
H (-0.45872, 0.34547, 4.24013)
H (-2.44573, -1.71502, 4.72207)
H (-0.69954, -2.05968, 4.37690)
H (-1.94756, -2.38893, 2.37113)
H (-0.93649, -0.96079, 2.16973)
H (-4.33386, -0.44849, 0.99963)
H (-2.91164, -1.34121, 0.51543)
H (-2.80620, 0.40534, 0.55904)
C (0.90991, 2.03315, 2.66278)
O (1.09046, 0.67867, 2.99106)
C (2.42288, 0.31477, 3.22506)
C (2.44452, -1.08633, 3.83309)
N (1.78407, -2.08837, 3.00748)
C (2.59123, -2.57175, 1.90587)
C (1.94490, -3.70086, 1.15180)
O (0.80704, -3.18609, 0.51122)
C (0.07581, -4.13072, -0.24120)
H (-0.11131, 2.32366, 2.92807)
H (0.99178, 2.22716, 1.58860)
H (1.55472, 2.68563, 3.25637)
H (2.94161, 0.97359, 3.93290)
H (2.98212, 0.30273, 2.27989)
H (2.04239, -1.02124, 4.84756)
H (3.49206, -1.36455, 3.99316)
H (0.99319, -1.61527, 2.57551)
H (3.57478, -2.91966, 2.24718)
H (2.86856, -1.76798, 1.20259)
H (1.70419, -4.56008, 1.79208)
H (2.67467, -4.09903, 0.42863)
H (-0.38944, -4.84135, 0.45116)
H (0.73123, -4.71732, -0.89786)
H (-0.66105, -3.64384, -0.87237)
O (-0.45930, -0.86310, -0.68092)
H (-0.07460, -1.55806, -0.13171)
H (0.29068, -0.27402, -0.88645)

Forces on the atoms, in the same order (eV/Å):
0.01 0.31 -0.11
-0.07 0.10 0.00
0.69 0.66 -0.11
-0.31 -0.34 0.50
0.31 -0.01 0.02
-0.73 -0.52 -0.11
0.67 0.61 -0.10
-0.05 0.16 -0.03
-0.23 -0.60 0.10
0.04 -0.01 0.01
0.01 -0.01 0.04
-0.05 -0.22 0.13
-0.38 -0.37 -0.19
-0.17 -0.04 0.06
0.10 0.14 -0.21
-0.02 0.02 -0.15
-0.01 0.00 0.01
0.05 0.04 -0.04
0.22 0.15 0.17
-0.06 -0.03 0.10
-0.09 -0.28 -0.13
-0.03 0.03 -0.08
0.13 0.25 0.07
0.01 0.10 0.06
-0.09 0.12 -0.48
0.00 -0.01 0.09
0.61 -0.65 0.58
-1.65 -0.13 -0.52
0.52 -0.09 0.06
-0.21 0.00 -0.07
0.00 0.69 -0.75
-0.04 -0.28 0.19
-0.14 1.25 -0.01
0.15 -0.05 0.17
-0.05 -0.09 0.06
-0.03 0.08 0.18
0.26 -0.21 -0.41
-0.28 0.50 -0.26
0.30 0.14 0.54
0.54 0.27 -0.02
-0.20 0.09 -0.02
-0.12 -0.20 -0.02
0.12 -0.04 0.23
0.22 0.00 0.20
-0.18 -0.28 0.12
0.03 -0.84 -0.10
0.47 -0.19 0.02
-0.23 -0.12 0.18
0.55 0.46 -0.20
-0.22 -0.33 -0.27
0.19 0.28 0.79
0.14 0.48 -0.71
-0.56 -0.21 -0.19
0.27 0.75 0.22
0.26 0.27 0.29
0.12 -0.18 -0.18
-0.45 -0.63 -0.21
-0.22 -0.17 0.13
-0.05 -0.06 0.01
-0.19 -0.02 0.08
-0.06 -0.18 -0.26
0.10 -0.24 0.00
-0.04 -0.07 -0.03
0.03 -0.02 0.22
0.24 -0.08 0.20
0.06 -0.35 -0.06
-0.24 -0.35 0.04
-0.22 0.02 -0.14
0.00 0.08 0.02
0.02 0.32 -0.12
0.09 0.02 0.12
0.06 0.15 0.27
-0.71 0.52 0.11
-0.07 0.12 0.12
0.62 -0.67 0.10
0.45 0.33 -0.07
-0.26 0.09 0.09
0.97 0.15 0.00
0.40 -0.24 -0.16
-0.39 0.31 -0.45
0.38 -0.81 0.26
-0.01 -0.27 0.04
0.42 -0.10 -0.01
0.25 -0.06 -0.17
-0.24 0.31 -0.12
0.04 0.18 -0.04
-0.49 -0.19 -0.15
-0.01 -0.07 -0.18
-0.21 -0.26 0.25
-0.25 -0.14 0.38
-0.28 -0.09 -0.22
-0.25 0.27 0.24
-0.16 0.19 -0.21
-0.26 0.02 -0.15
0.10 0.14 0.00
-0.08 0.26 0.22
0.09 0.16 -0.02
0.14 0.01 0.03
-0.17 -0.24 0.11

---

3.
DFT (ωB97M-V with the def2-TZVPD basis set) results for a structure of composition C10H15O4PRu at a distorted geometry.

The gap between HOMO and LUMO (spin up / spin down) comes out at 8.1 / 3.7 eV. Its total charge is +3. The value obtained for the energy above the lowest of the compared OMol25 structures with the same formula, charge and spin is 0.0 kcal per mole. The LUMO energy (spin up / spin down) is -12.55 / -17.11 eV. As for the spin multiplicity: 6. The molecular weight is 331.3 g mol⁻¹. As for the electronic energy: -1125.7706 a.u. As for the HOMO energy (spin up / spin down): -20.68 / -20.78 eV.

Atoms and positions in Å:
O (-2.53063, 0.49957, 0.46589)
C (-1.36742, 0.38031, 0.42568)
Ru (0.35804, -0.70656, 0.44016)
O (1.07075, 5.34800, 0.86836)
C (0.99161, 4.24668, 0.69320)
C (-0.03161, -0.83790, -1.63019)
O (-0.28937, -1.11903, -2.67429)
C (2.20205, -0.14052, -0.09623)
O (3.31550, -0.31125, -0.38841)
C (1.70830, -0.14600, 3.95045)
C (1.79197, -1.37996, 3.09806)
P (0.39913, -1.91029, 2.05735)
C (0.73591, -3.30891, 1.03994)
C (0.86398, -4.55731, 1.89305)
C (-1.06512, -1.71061, 2.97856)
C (-0.84707, -2.59174, 4.20824)
H (1.75316, 0.80435, 3.38715)
H (2.57467, -0.14710, 4.63489)
H (0.79512, -0.12110, 4.58040)
H (2.70773, -1.39501, 2.45875)
H (1.82897, -2.29516, 3.71712)
H (-0.06090, -3.42094, 0.29332)
H (1.66132, -3.13888, 0.46135)
H (-0.11046, -4.89928, 2.26887)
H (1.24586, -5.34180, 1.23581)
H (1.56405, -4.43755, 2.71947)
H (-1.24878, -0.65805, 3.29127)
H (-1.94887, -1.99728, 2.38192)
H (-0.00043, -2.24085, 4.80860)
H (-1.74991, -2.56493, 4.82926)
H (-0.67015, -3.65372, 3.94636)

Forces on the atoms, in the same order (eV/Å):
6.04 -0.42 -0.22
-8.21 1.97 0.26
-0.40 5.09 -4.19
0.01 0.03 -0.02
-0.03 -0.15 0.02
-0.47 -1.41 -1.78
0.06 0.41 -0.05
7.98 -0.06 -1.92
-5.19 1.03 1.30
-0.73 0.83 0.53
1.68 -0.24 -0.57
1.08 -3.12 5.07
0.02 -0.96 -0.74
-0.15 -1.44 0.27
-2.38 0.41 0.67
0.27 -1.15 0.76
0.05 -0.45 0.13
-0.24 -0.04 -0.23
0.56 -0.02 -0.29
-0.51 -0.13 0.52
0.18 -0.13 0.07
-0.10 -0.23 0.11
-0.03 0.06 0.31
0.31 0.14 -0.11
0.02 -0.07 0.12
0.01 -0.01 -0.03
0.42 -0.45 -0.28
0.29 -0.15 0.17
-0.37 -0.06 0.05
0.01 0.15 -0.09
-0.16 0.59 0.16